1.
Density functional theory data (the ωB97M-V functional and the def2-TZVPD basis) for 10 unconnected molecules or ions with the total composition C22H64O14S10.

E: -160856.55740 eV
HOMO level: -8.5 eV
Total charge: 0
Orbital gap: 8.50 eV
ΔE to the lowest compared entry with this formula, charge and spin: 383.0 kJ/mol

Structure (XYZ):
```
110
Properties=species:S:1:pos:R:3:forces:R:3
O -8.458 -6.526 -0.791 -0.47 1.69 3.24
S -8.598 -5.838 0.530 -0.74 -1.21 -1.47
O -9.802 -6.006 1.368 3.02 -0.06 -1.51
O -7.239 -6.256 1.411 -2.91 1.05 0.01
C -5.957 -6.246 0.853 2.11 -0.74 -0.32
C -5.059 -5.031 1.032 -0.41 0.87 -0.01
C -8.321 -4.064 0.339 0.63 -0.38 0.36
H -5.933 -6.447 -0.218 -0.54 -0.36 -0.01
H -5.484 -7.078 1.375 0.08 -0.19 -0.25
H -5.459 -4.222 0.420 0.10 0.30 0.17
H -4.055 -5.208 0.647 -0.12 -0.47 -0.22
H -4.885 -4.669 2.045 -0.47 -0.15 0.15
H -9.196 -3.431 0.191 -0.19 -0.64 -0.11
H -7.600 -3.944 -0.469 -0.10 0.05 0.05
H -7.861 -3.808 1.294 0.00 0.24 -0.09
O -7.616 5.472 2.405 -0.87 -0.24 -1.37
S -7.971 4.853 1.137 1.06 -1.11 0.51
O -8.958 3.776 1.095 1.21 2.23 -0.38
O -8.351 6.025 0.016 -0.22 -2.85 1.47
C -7.424 7.068 -0.074 0.31 2.10 -0.72
C -8.103 8.098 -0.993 0.54 0.11 0.75
C -6.361 4.220 0.482 -0.67 0.94 0.05
H -6.475 6.817 -0.547 -0.03 -0.69 0.01
H -7.196 7.472 0.912 -0.12 0.05 0.03
H -8.852 8.650 -0.425 -0.31 -0.22 -0.30
H -8.504 7.576 -1.862 -0.17 0.20 0.09
H -7.374 8.839 -1.321 0.09 -0.07 -0.09
H -5.947 3.465 1.151 -0.64 -0.29 -0.18
H -5.633 5.029 0.538 -0.26 0.21 -0.09
H -6.512 3.937 -0.559 0.09 -0.37 0.23
C 0.363 7.978 5.177 -0.02 -0.72 -0.02
S -0.092 6.219 4.795 -1.46 0.24 -0.53
O -0.434 6.139 3.320 0.38 0.22 1.36
C -1.741 6.215 5.724 1.05 0.62 -0.81
H -0.179 8.356 6.044 -0.11 0.00 -0.19
H 0.164 8.542 4.267 -0.01 0.02 0.14
H 1.424 7.966 5.426 -0.02 0.12 -0.21
H -2.154 5.207 5.695 0.21 0.13 0.28
H -2.413 6.905 5.214 0.07 -0.06 -0.23
H -1.533 6.646 6.703 -0.11 -0.56 0.20
C -7.490 2.370 -6.360 0.16 0.02 1.11
S -7.446 0.535 -6.086 0.98 -0.53 0.24
O -6.712 0.197 -4.783 -1.36 1.10 -1.58
C -9.189 0.153 -5.862 -0.98 -0.05 1.02
H -6.456 2.699 -6.464 0.10 -0.34 0.00
H -7.868 2.840 -5.452 -0.12 -0.04 0.07
H -8.032 2.776 -7.215 -0.24 -0.73 -0.11
H -9.688 0.679 -5.048 0.35 0.71 0.01
H -9.292 -0.865 -5.486 0.61 -0.29 -0.43
H -9.829 0.244 -6.740 0.50 0.15 -0.29
C 9.585 -4.406 3.651 0.13 -0.46 0.02
S 9.490 -4.023 1.882 0.49 -1.69 -0.80
O 9.466 -5.388 1.169 -0.17 2.25 1.29
C 7.784 -3.491 2.050 -0.68 -0.43 -0.22
H 10.493 -4.938 3.934 0.09 0.03 -0.47
H 8.742 -5.090 3.747 0.04 0.05 0.55
H 9.523 -3.524 4.289 -0.32 0.07 -0.20
H 7.278 -4.360 2.471 -0.18 0.01 -0.03
H 7.343 -3.301 1.072 0.25 0.11 -0.01
H 7.630 -2.643 2.717 0.34 0.07 -0.10
C 0.557 -1.689 8.383 0.45 0.38 -0.75
S 1.780 -2.208 7.072 1.96 0.90 -0.47
O 2.763 -1.095 6.642 -2.12 -1.35 0.95
C 2.856 -3.199 8.144 -0.28 0.47 1.33
H 0.002 -2.566 8.716 0.03 -0.05 -0.24
H -0.077 -1.013 7.809 -0.27 -0.13 0.12
H 0.915 -1.131 9.248 0.55 -0.15 -0.15
H 3.846 -3.482 7.785 -0.45 0.13 -0.76
H 2.362 -4.048 8.617 -0.18 -0.07 -0.28
H 3.025 -2.462 8.930 0.30 -0.13 0.25
C 3.775 -9.613 -4.788 0.04 0.80 0.50
S 4.276 -8.840 -3.217 2.23 0.76 -0.67
O 5.752 -8.418 -3.463 -2.99 -0.29 0.49
C 3.080 -7.419 -3.053 0.47 -0.08 0.26
H 4.480 -10.443 -4.816 -0.43 -0.19 -0.27
H 3.928 -8.951 -5.641 0.16 0.08 0.14
H 2.718 -9.868 -4.715 0.15 -0.43 -0.03
H 2.095 -7.731 -3.401 0.08 -0.17 0.05
H 3.324 -6.444 -3.476 0.44 -0.35 -0.51
H 3.059 -7.252 -1.976 -0.18 -0.14 0.02
C 5.885 5.043 -0.515 -1.16 0.43 0.13
S 6.838 6.487 0.078 1.79 -0.70 -0.44
O 8.238 6.280 -0.470 -1.40 0.49 0.32
C 6.042 7.908 -0.737 -0.42 0.56 -0.48
H 4.919 5.059 -0.009 -0.16 0.25 0.16
H 6.333 4.108 -0.176 0.56 0.37 -0.10
H 5.643 5.009 -1.577 0.55 0.18 -0.09
H 6.677 8.777 -0.910 0.97 -0.51 0.38
H 5.323 8.337 -0.039 -0.45 -0.51 -0.05
H 5.625 7.758 -1.732 -0.29 -0.57 0.17
C 0.202 1.900 -2.710 -0.96 -0.49 0.57
S 0.842 0.112 -2.516 2.47 2.76 -0.82
O 2.302 0.437 -2.886 -1.53 -1.34 0.27
C 0.887 -0.014 -0.709 -0.21 0.84 -0.43
H -0.884 1.961 -2.637 -0.17 -0.30 -0.19
H 0.512 2.301 -3.675 0.14 -0.69 -0.09
H 0.548 2.624 -1.972 0.58 -0.58 0.37
H -0.114 0.276 -0.390 0.08 -0.18 0.45
H 1.631 0.742 -0.457 -0.13 0.02 0.27
H 1.216 -0.982 -0.331 -0.25 -0.04 -0.39
C 10.327 -1.137 -4.495 -0.92 0.83 -0.16
S 10.051 -2.631 -5.498 -0.70 -1.86 1.96
O 10.331 -3.817 -4.544 -0.66 2.09 -1.78
C 8.131 -2.401 -5.682 1.57 -0.31 0.41
H 10.077 -0.261 -5.093 0.20 0.00 -0.47
H 11.341 -0.994 -4.121 -0.03 -0.60 -0.20
H 9.602 -1.049 -3.686 0.16 -0.58 0.27
H 7.690 -2.353 -4.686 0.18 0.46 -0.01
H 7.665 -3.262 -6.161 0.54 -0.03 -0.26
H 8.049 -1.506 -6.298 -0.32 0.02 0.23
```
Forces are in eV/Å.

Atomic partial charges in e from the Mulliken method, atoms 1 to 99:
1 O -0.608
2 S 1.136
3 O -0.578
4 O -0.342
5 C -0.200
6 C -1.029
7 C -0.883
8 H 0.311
9 H 0.295
10 H 0.260
11 H 0.368
12 H 0.280
13 H 0.384
14 H 0.295
15 H 0.311
16 O -0.592
17 S 1.115
18 O -0.590
19 O -0.274
20 C -0.168
21 C -1.256
22 C -0.937
23 H 0.287
24 H 0.380
25 H 0.301
26 H 0.319
27 H 0.385
28 H 0.355
29 H 0.324
30 H 0.351
31 C -0.821
32 S 0.506
33 O -0.621
34 C -0.883
35 H 0.301
36 H 0.279
37 H 0.301
38 H 0.301
39 H 0.313
40 H 0.324
41 C -0.876
42 S 0.485
43 O -0.605
44 C -0.924
45 H 0.302
46 H 0.278
47 H 0.352
48 H 0.316
49 H 0.319
50 H 0.352
51 C -0.902
52 S 0.480
53 O -0.593
54 C -0.896
55 H 0.325
56 H 0.288
57 H 0.332
58 H 0.300
59 H 0.317
60 H 0.349
61 C -0.889
62 S 0.467
63 O -0.600
64 C -0.887
65 H 0.346
66 H 0.278
67 H 0.335
68 H 0.323
69 H 0.349
70 H 0.279
71 C -0.866
72 S 0.476
73 O -0.594
74 C -0.838
75 H 0.293
76 H 0.293
77 H 0.345
78 H 0.292
79 H 0.312
80 H 0.288
81 C -0.903
82 S 0.481
83 O -0.617
84 C -0.909
85 H 0.342
86 H 0.320
87 H 0.315
88 H 0.347
89 H 0.324
90 H 0.301
91 C -0.930
92 S 0.472
93 O -0.621
94 C -0.797
95 H 0.353
96 H 0.321
97 H 0.311
98 H 0.300
99 H 0.271



2.
Density functional theory data (the ωB97M-V functional and the def2-TZVPD basis) for 9 unconnected molecules or ions with the total composition C22H65N3O13.

E: -54949.44876 eV
HOMO level: -9.0 eV
Total charge: 0
Orbital gap: 9.08 eV
ΔE to the lowest compared entry with this formula, charge and spin: 164.7 kJ/mol

Structure (XYZ):
```
103
Properties=species:S:1:pos:R:3:forces:R:3
C 19.593 1.472 23.205 -1.18 -0.51 -0.29
C 19.391 1.883 24.669 1.50 -1.67 0.36
O 20.504 2.627 25.150 -0.13 0.73 0.07
O 20.288 0.222 23.088 0.40 0.30 0.24
H 20.091 2.210 22.576 -0.13 0.34 0.27
H 18.628 1.212 22.761 -0.05 0.40 0.00
H 19.429 0.916 25.198 -0.02 0.53 -0.43
H 18.461 2.304 25.045 -0.02 0.72 -0.85
H 21.276 2.057 25.175 -0.03 -0.07 0.04
H 21.227 0.362 23.254 -0.03 0.00 -0.12
C 14.802 -0.508 28.545 0.75 0.81 1.12
C 14.140 -0.236 27.206 0.76 -0.70 0.23
O 14.563 -1.225 26.265 -1.10 -0.50 0.83
O 16.230 -0.373 28.424 0.04 -0.29 -1.03
H 14.622 -1.499 28.974 -0.52 0.06 -0.28
H 14.535 0.272 29.271 -0.60 -0.30 -0.07
H 14.500 0.717 26.815 -0.15 0.08 0.13
H 13.053 -0.232 27.305 -0.01 0.14 0.08
H 13.979 -1.986 26.330 0.02 -0.14 0.08
H 16.665 -0.267 29.271 -0.28 -0.02 0.31
C 14.266 3.119 29.958 0.46 0.76 -0.86
C 13.039 2.823 29.096 0.85 0.22 -0.47
O 11.823 3.208 29.685 -0.34 0.28 0.27
O 14.219 2.640 31.268 0.21 -0.55 0.38
H 14.544 4.181 29.869 -0.65 0.15 0.57
H 15.159 2.717 29.465 -0.32 -0.62 0.17
H 13.048 1.778 28.771 -0.25 0.00 0.17
H 13.174 3.439 28.197 -0.09 -0.21 -0.05
H 11.337 2.454 30.022 0.15 -0.14 0.04
H 13.582 3.117 31.808 -0.13 0.21 -0.28
C 19.929 -1.727 25.647 0.37 -0.47 0.41
C 18.873 -0.996 26.446 -0.63 0.33 0.40
O 17.804 -1.882 26.697 -0.21 -0.44 0.12
O 20.980 -2.296 26.435 0.07 0.31 0.28
H 20.415 -1.067 24.929 -0.14 -0.21 0.06
H 19.440 -2.565 25.143 -0.20 0.34 -0.37
H 18.513 -0.111 25.897 -0.03 -0.62 0.26
H 19.243 -0.595 27.403 0.43 -0.09 -0.17
H 17.148 -1.468 27.291 0.30 0.06 -0.27
H 20.586 -2.742 27.192 -0.05 -0.06 -0.10
C 16.117 -0.043 24.384 -1.38 -1.19 -1.09
O 15.644 1.307 24.380 0.69 0.57 0.12
H 16.081 -0.461 23.369 0.43 0.29 -0.16
H 17.119 -0.188 24.773 -0.19 0.54 0.13
H 15.363 -0.631 24.919 1.26 0.22 -0.28
H 14.729 1.279 24.091 -0.01 0.10 -0.01
C 16.987 2.514 27.647 0.63 0.91 -0.55
O 15.956 2.801 26.714 0.06 -0.26 0.18
H 16.661 1.842 28.437 0.21 -0.13 -0.37
H 17.889 2.205 27.110 -0.06 -0.83 0.22
H 17.369 3.437 28.093 -0.61 0.27 0.20
H 15.995 2.157 25.980 -0.14 0.28 0.05
C 15.365 5.274 23.930 0.74 -0.12 1.55
C 14.234 5.351 24.964 0.95 1.62 -0.44
C 13.276 4.195 24.924 -1.03 0.23 -0.16
O 12.199 4.555 25.784 0.45 0.05 0.81
C 11.235 3.577 26.094 0.24 -0.11 -1.21
N 14.780 5.602 26.317 -0.26 -0.63 -0.88
H 16.069 6.083 24.148 -0.53 0.53 -0.39
H 14.988 5.310 22.914 0.27 -0.25 -0.14
H 16.054 4.456 24.183 -0.53 -0.64 -0.65
H 13.739 6.296 24.714 -0.63 -0.33 -0.07
H 13.804 3.291 25.252 -0.20 -0.15 0.13
H 12.815 4.052 23.938 0.48 -0.17 -0.25
H 10.741 3.887 27.008 -0.06 -0.21 0.10
H 11.669 2.572 26.147 0.18 0.01 0.53
H 10.528 3.500 25.259 -0.31 0.13 0.15
H 13.959 5.458 26.901 0.39 0.04 0.47
H 15.434 4.833 26.467 -0.22 0.07 0.50
C 18.680 1.442 30.419 0.65 0.09 -0.89
C 19.056 2.048 31.771 0.61 -0.40 -0.10
C 20.219 1.329 32.497 -0.91 -1.25 -0.24
O 20.656 2.061 33.616 0.63 0.14 -0.73
C 19.740 2.122 34.677 -0.16 0.31 0.40
N 19.447 3.426 31.497 0.33 0.62 0.18
H 18.386 0.396 30.315 -0.21 -0.04 0.73
H 19.556 1.493 29.755 0.23 -0.07 0.26
H 17.986 2.067 29.852 -0.26 -0.04 0.67
H 18.226 2.048 32.479 -0.32 0.09 -0.31
H 20.998 1.082 31.773 0.54 0.90 0.22
H 19.985 0.305 32.831 -0.68 0.10 0.09
H 19.515 1.134 35.099 0.15 0.01 -0.04
H 18.787 2.604 34.425 0.10 -0.05 -0.19
H 20.220 2.761 35.419 -0.07 -0.25 0.14
H 20.011 3.511 30.654 -0.31 -0.24 -0.12
H 20.102 3.740 32.210 -0.38 0.02 0.23
C 24.327 4.359 30.703 -1.04 -0.33 0.42
C 23.140 3.404 30.870 0.07 -0.57 -0.91
C 22.441 3.120 29.523 0.32 1.50 0.43
O 21.895 4.308 28.966 -0.39 0.11 0.75
C 20.785 4.066 28.150 -0.71 0.18 -1.00
N 23.602 2.093 31.342 0.31 0.11 0.19
H 25.126 3.842 30.171 0.17 0.17 0.01
H 24.625 4.658 31.706 0.44 0.05 -0.13
H 23.990 5.233 30.150 0.18 0.05 -0.06
H 22.437 3.806 31.601 -0.10 0.03 -0.07
H 21.626 2.413 29.693 0.21 -0.38 -0.19
H 23.234 2.763 28.859 -0.24 -0.54 -0.20
H 20.132 4.932 28.016 0.56 0.47 0.30
H 20.068 3.327 28.533 0.47 -0.35 0.11
H 21.103 3.793 27.143 -0.11 -0.34 -0.01
H 24.377 1.798 30.753 0.03 -0.01 0.11
H 22.868 1.415 31.178 0.05 -0.11 0.22
```
Forces are in eV/Å.

Atomic partial charges in e from the Mulliken method, atoms 1 to 99:
1 C -0.679
2 C 1.235
3 O -0.537
4 O -0.565
5 H 0.378
6 H 0.235
7 H -0.372
8 H -0.261
9 H 0.386
10 H 0.320
11 C -0.474
12 C 0.409
13 O -0.531
14 O -0.429
15 H 0.446
16 H 0.193
17 H -0.554
18 H 0.483
19 H 0.275
20 H 0.193
21 C -0.205
22 C 0.656
23 O -0.634
24 O -0.582
25 H 0.496
26 H -0.116
27 H 0.092
28 H -0.362
29 H 0.389
30 H 0.362
31 C -0.095
32 C 1.079
33 O -0.683
34 O -0.611
35 H -0.098
36 H 0.320
37 H -1.080
38 H 0.225
39 H 0.443
40 H 0.336
41 C -0.581
42 O -0.471
43 H 0.320
44 H -0.021
45 H 0.441
46 H 0.258
47 C 0.020
48 O 0.512
49 H -0.410
50 H -0.109
51 H 0.542
52 H -0.443
53 C -1.458
54 C 0.260
55 C 0.224
56 O -0.405
57 C -0.620
58 N -0.836
59 H 0.425
60 H 0.412
61 H 0.087
62 H 0.402
63 H -0.370
64 H 0.543
65 H 0.240
66 H 0.165
67 H 0.315
68 H 0.362
69 H 0.138
70 C -1.557
71 C 0.711
72 C -0.740
73 O -0.324
74 C -0.707
75 N -0.675
76 H 0.409
77 H -0.113
78 H 0.617
79 H 0.371
80 H 0.200
81 H 0.352
82 H 0.325
83 H 0.306
84 H 0.259
85 H 0.059
86 H 0.379
87 C -1.490
88 C 0.545
89 C -0.278
90 O -0.417
91 C -0.146
92 N -0.657
93 H 0.349
94 H 0.389
95 H 0.310
96 H 0.139
97 H 0.108
98 H 0.377
99 H 0.373